[1]
Here is one molecule with the formula C2H2N2O in a non-equilibrium geometry from the OMol25 dataset. Energies are from wB97M-V/def2-TZVPD.

```
7
C2H2N2O (wB97M-V/def2-TZVPD)
C 1.299 0.702 -0.050
C 3.773 -0.075 -0.018
N 2.542 -0.009 0.014
N 0.005 0.249 0.097
O 4.933 -0.020 -0.033
H -0.209 -0.755 0.165
H -0.740 0.838 -0.211
```

Properties
E_HOMO: -8.03 eV
Kohn-Sham gap: 8.7 eV
LUMO level: 0.622 eV

[2]
Here is one molecule with the formula C2H2N2O2 in a non-equilibrium geometry from the OMol25 dataset. Energies are from wB97M-V/def2-TZVPD.

```
8
C2H2N2O2 (wB97M-V/def2-TZVPD)
O 1.888 0.153 0.391
C 0.634 0.187 0.006
N -0.194 -0.982 0.081
O -1.209 -0.686 -1.017
C -1.175 0.313 -0.148
N -0.080 1.220 -0.277
H 2.170 -0.769 0.488
H -2.034 0.565 0.475
```

Properties
E_HOMO: -10.01 eV
Kohn-Sham gap: 10.6 eV
LUMO level: 0.549 eV

[3]
Here is one molecule with the formula C2H2N2O2 in a non-equilibrium geometry from the OMol25 dataset. Energies are from wB97M-V/def2-TZVPD.

```
8
C2H2N2O2 (wB97M-V/def2-TZVPD)
O -2.016 -0.012 0.145
C -0.606 -0.094 -0.245
N 0.075 1.079 -0.108
C 1.286 0.670 -0.005
O 1.443 -0.639 0.140
N -0.014 -1.159 -0.090
H -1.984 0.933 0.332
H 2.060 1.379 0.282
```

Properties
E_HOMO: -11.21 eV
Kohn-Sham gap: 11.6 eV
LUMO level: 0.381 eV

[4]
Here is one molecule with the formula C2H2N2O2 in a non-equilibrium geometry from the OMol25 dataset. Energies are from wB97M-V/def2-TZVPD.

```
8
C2H2N2O2 (wB97M-V/def2-TZVPD)
O 1.489 -0.105 0.650
C 0.431 -0.123 -0.005
C -0.777 -0.038 0.588
N -1.803 0.204 -0.157
O -1.017 0.327 -1.374
N 0.258 0.069 -1.382
H 2.358 -0.294 0.053
H -0.940 -0.039 1.628
```

Properties
E_HOMO: -9.51 eV
Kohn-Sham gap: 9.8 eV
LUMO level: 0.339 eV

[5]
Here is one molecule with the formula C2H2N2O2 in a non-equilibrium geometry from the OMol25 dataset. Energies are from wB97M-V/def2-TZVPD.

```
8
C2H2N2O2 (wB97M-V/def2-TZVPD)
O -1.836 0.257 -0.584
C -0.587 0.089 -0.283
C 0.435 -0.608 -0.850
O 1.434 -0.377 0.025
N 1.058 0.285 1.114
N -0.229 0.492 0.944
H -2.147 -0.057 -1.472
H 0.469 -1.315 -1.668
```

Properties
E_HOMO: -9.70 eV
Kohn-Sham gap: 10.0 eV
LUMO level: 0.341 eV

[6]
Here is one molecule with the formula C2H2N2O2 in a non-equilibrium geometry from the OMol25 dataset. Energies are from wB97M-V/def2-TZVPD.

```
8
C2H2N2O2 (wB97M-V/def2-TZVPD)
O -1.835 1.176 -0.418
C -0.757 0.639 -0.268
C -0.288 -0.348 0.890
N 0.810 -0.952 0.523
N 1.042 -0.453 -0.806
O 0.185 0.608 -0.953
H -1.039 -0.682 1.582
H 1.882 0.011 -0.549
```

Properties
E_HOMO: -10.45 eV
Kohn-Sham gap: 10.6 eV
LUMO level: 0.106 eV

[7]
Here is a 2-piece molecular cluster, C2H2N2O2S overall in a non-equilibrium geometry from the OMol25 dataset. Energies are from wB97M-V/def2-TZVPD.

```
9
C2H2N2O2S (wB97M-V/def2-TZVPD)
C -0.452 -1.944 0.000
C 0.412 0.492 -0.233
N -0.727 -3.025 -0.237
N -0.882 1.037 -0.205
O -1.458 1.197 -1.261
O -1.309 1.323 0.902
S 1.206 0.662 1.276
H 0.893 0.260 -1.164
H 2.317 -0.001 0.923
```

Properties
E_HOMO (spin up / spin down): -10.94 / -10.07 eV
Kohn-Sham gap (spin up / spin down): 7.6 / 6.5 eV
LUMO level (spin up / spin down): -3.339 / -3.598 eV

[8]
Here is one molecule with the formula C2H2N2O2S in a non-equilibrium geometry from the OMol25 dataset. Energies are from wB97M-V/def2-TZVPD.

```
9
C2H2N2O2S (wB97M-V/def2-TZVPD)
N -1.968 1.112 1.073
C -1.055 0.785 0.435
C 0.119 0.607 -0.374
S -0.525 -0.334 -1.793
N 1.103 -0.608 0.565
O 2.136 -0.207 0.955
O 0.578 -1.637 0.579
H 0.833 1.337 -0.490
H -1.222 -1.055 -0.951
```

Properties
E_HOMO: -10.17 eV
Kohn-Sham gap: 10.2 eV
LUMO level: 0.016 eV